(1)
# C38H22N12NiS2

A structure of composition C38H22N12NiS2 in a non-equilibrium geometry (ωB97M-V with the def2-TZVPD basis set, the Open Molecules 2025 dataset).

XYZ file:
```
75
Properties=species:S:1:pos:R:3:lowdin_charge:R:1
Ni 0.07 0.41 -0.54 0.51
C 4.12 3.82 3.44 -0.08
C 2.93 4.29 4.01 -0.08
C 1.70 3.85 3.56 -0.01
C 1.68 2.93 2.52 -0.10
C 0.60 2.18 1.89 -0.26
N 1.11 1.36 0.93 0.12
C 2.46 1.36 1.06 -0.26
N 3.26 0.37 0.75 0.21
C 2.76 -0.79 0.35 -0.28
C 3.50 -2.04 0.48 -0.11
C 4.74 -2.36 1.00 -0.01
C 5.08 -3.70 1.09 -0.08
C 4.20 -4.71 0.67 -0.08
C 2.96 -4.39 0.14 -0.01
C 2.63 -3.05 0.05 -0.12
C 1.43 -2.36 -0.41 -0.30
N 0.52 -2.97 -1.16 0.20
C -0.61 -2.39 -1.52 -0.26
N -1.06 -1.18 -1.11 0.12
C -2.41 -1.16 -1.27 -0.26
N -3.26 -0.50 -0.51 0.21
C -2.82 0.20 0.53 -0.28
N -1.56 0.65 0.75 0.12
C -1.57 1.35 1.91 -0.31
N -0.62 2.15 2.38 0.20
C -2.88 1.26 2.54 -0.12
C -3.36 1.69 3.77 -0.01
C -4.67 1.39 4.08 -0.08
C -5.48 0.68 3.19 -0.08
C -5.00 0.24 1.96 -0.01
C -3.68 0.55 1.65 -0.11
C -2.83 -2.31 -2.07 -0.10
C -4.06 -2.75 -2.54 -0.01
C -4.12 -4.02 -3.10 -0.08
C -2.99 -4.83 -3.19 -0.08
C -1.75 -4.39 -2.73 -0.01
C -1.69 -3.12 -2.19 -0.10
N 1.52 -1.04 -0.13 0.12
C 2.87 2.43 1.97 -0.10
C 4.10 2.88 2.42 -0.01
H 5.06 4.18 3.81 0.10
H 2.98 5.00 4.82 0.10
H 0.77 4.20 3.99 0.11
H 5.43 -1.59 1.32 0.11
H 6.04 -3.99 1.49 0.10
H 4.49 -5.74 0.77 0.10
H 2.26 -5.15 -0.18 0.11
H -2.72 2.23 4.45 0.11
H -5.08 1.70 5.03 0.10
H -6.51 0.47 3.46 0.10
H -5.61 -0.32 1.27 0.11
H -4.94 -2.13 -2.45 0.11
H -5.07 -4.39 -3.47 0.10
H -3.07 -5.82 -3.61 0.10
H -0.88 -5.02 -2.77 0.11
H 5.02 2.50 2.00 0.11
N 2.85 -1.21 -2.89 0.13
C 2.26 -0.02 -3.10 -0.64
N 1.21 0.49 -2.51 0.07
C 0.83 1.66 -3.15 -0.34
C 1.64 2.09 -4.14 -0.36
S 2.93 0.98 -4.38 1.04
C -0.39 2.33 -2.75 -0.34
C -1.19 3.01 -3.60 -0.36
S -2.48 3.76 -2.73 1.04
C -1.81 3.09 -1.25 -0.65
N -0.78 2.30 -1.42 0.07
N -2.32 3.56 -0.09 0.13
H 2.37 -1.93 -2.39 0.08
H 3.63 -1.47 -3.46 0.10
H 1.56 2.99 -4.73 0.08
H -1.11 3.12 -4.67 0.08
H -3.24 3.97 -0.10 0.10
H -1.98 3.20 0.78 0.07
```

Output
Kohn-Sham gap	4.7	eV
LUMO level	-1.337	eV
net charge	0

(2)
# C38H25Br4MnN6O3

A structure of composition C38H25Br4MnN6O3 (ωB97M-V with the def2-TZVPD basis set, the Open Molecules 2025 dataset).

XYZ file:
```
77
Properties=species:S:1:pos:R:3:mulliken_spin:R:1
Mn -1.76 -0.18 -1.94 1.05
C -4.94 -0.29 -2.35 0.02
N -3.76 0.48 -2.01 -0.01
C -3.83 1.77 -2.06 0.01
C -2.64 2.53 -1.89 0.00
C -2.36 3.90 -1.86 0.00
C -0.97 4.00 -1.75 0.01
C -0.48 2.69 -1.71 0.00
N -1.49 1.81 -1.79 -0.02
C -5.51 -1.02 -1.15 -0.02
C -6.83 -0.83 -0.76 0.00
C -7.35 -1.52 0.33 0.00
C -6.55 -2.40 1.04 0.00
C -5.24 -2.61 0.64 0.01
C -4.72 -1.93 -0.45 0.03
H -4.66 -1.03 -3.11 0.00
H -5.71 0.36 -2.78 0.00
H -4.77 2.27 -2.28 0.00
H -3.08 4.71 -1.93 0.00
H -0.38 4.91 -1.71 0.00
H 0.55 2.36 -1.64 0.00
H -7.46 -0.14 -1.31 0.00
H -8.38 -1.35 0.63 0.00
H -6.96 -2.94 1.89 0.00
H -4.62 -3.32 1.17 0.00
H -3.71 -2.13 -0.79 -0.01
Br -1.09 -3.68 -7.88 0.00
C -1.43 -3.22 -6.07 0.00
C -1.71 -4.19 -5.13 0.00
Br -1.74 -6.02 -5.60 0.00
C -1.97 -3.81 -3.80 -0.01
Br -2.33 -5.08 -2.44 0.00
C -1.98 -2.48 -3.41 0.00
O -2.21 -2.07 -2.19 -0.01
C -1.67 -1.45 -4.38 0.01
O -1.63 -0.22 -3.97 -0.01
C -1.41 -1.86 -5.69 0.00
Br -0.99 -0.48 -6.91 0.00
C 9.36 1.87 5.74 0.00
O 8.03 2.11 6.14 0.00
C 7.04 1.77 5.27 0.00
C 5.74 1.95 5.72 0.00
C 4.67 1.63 4.90 0.00
C 4.88 1.12 3.62 0.00
C 6.19 0.94 3.18 0.00
C 7.27 1.26 3.99 0.00
C 3.77 0.77 2.72 0.00
N 3.91 0.28 1.51 0.00
C 2.62 0.12 1.04 -0.01
C 1.71 0.52 1.98 0.01
N 2.46 0.94 3.06 0.00
C 0.29 0.49 1.78 -0.02
C -0.68 0.85 2.72 0.00
C -2.01 0.76 2.38 0.00
C -2.35 0.31 1.10 0.00
N -1.44 -0.05 0.20 -0.03
C -0.14 0.04 0.52 -0.02
C 0.82 -0.35 -0.51 0.01
N 0.30 -0.70 -1.70 0.00
C 1.12 -1.12 -2.65 0.00
C 2.51 -1.19 -2.46 0.00
C 3.05 -0.79 -1.27 0.00
C 2.19 -0.35 -0.25 0.01
H 9.98 2.15 6.59 0.00
H 9.64 2.48 4.88 0.00
H 9.52 0.82 5.51 0.00
H 5.58 2.35 6.71 0.00
H 3.67 1.78 5.28 0.00
H 6.35 0.55 2.19 0.00
H 8.27 1.12 3.61 0.00
H 2.11 1.33 3.91 0.00
H -0.39 1.19 3.70 0.00
H -2.79 1.03 3.07 0.00
H -3.38 0.24 0.78 0.00
H 0.67 -1.39 -3.59 0.00
H 3.13 -1.55 -3.27 0.00
H 4.12 -0.80 -1.09 0.00
```

Output
⟨S²⟩	0.789
spin multiplicity	2
Kohn-Sham gap (spin up / spin down)	5.3 / 5.2	eV
ΔE to the lowest compared entry with this formula, charge and spin	0.00	kJ/mol
LUMO level (spin up / spin down)	1.688 / 1.688	eV
net charge	-1

(3)
# C38H25F15GeN2O2P2PtS3

A structure of composition C38H25F15GeN2O2P2PtS3 in a non-equilibrium geometry (ωB97M-V with the def2-TZVPD basis set, the Open Molecules 2025 dataset).

XYZ file:
```
89
Properties=species:S:1:pos:R:3:lowdin_charge:R:1
Pt -0.08 0.28 -0.21 0.62
O -0.71 -2.01 -4.10 0.05
C -0.70 -3.28 -3.63 -0.25
C -1.11 -4.30 -4.50 -0.01
C -1.08 -5.61 -4.08 -0.08
C -0.63 -5.94 -2.80 -0.09
C -0.23 -4.94 -1.94 -0.02
C -0.28 -3.60 -2.33 -0.07
C 0.05 -2.53 -1.36 -0.42
O 0.04 -1.29 -1.75 -0.23
N 0.34 -2.91 -0.14 0.01
N 0.45 -1.86 0.75 -0.16
C 1.06 -2.17 1.82 -0.85
S 1.86 -3.70 1.99 0.96
C 2.79 -3.27 3.51 -0.54
C 2.99 -1.78 3.51 -0.44
S 1.02 -1.13 3.29 0.77
H -0.41 -1.44 -3.36 0.07
H -1.43 -4.03 -5.49 0.11
H -1.42 -6.39 -4.76 0.11
H -0.60 -6.98 -2.49 0.10
H 0.12 -5.17 -0.94 0.11
H 3.70 -3.86 3.45 0.07
H 2.21 -3.61 4.37 0.07
H 3.67 -1.46 2.72 0.06
H 3.31 -1.41 4.49 0.06
C 3.08 1.21 3.57 -0.29
P 1.71 0.72 2.45 0.84
C -0.90 -0.76 3.02 -0.30
C 0.44 1.88 3.08 -0.45
C 0.13 2.00 4.43 -0.11
C -0.83 2.91 4.86 -0.06
C -1.47 3.72 3.93 -0.06
C -1.16 3.62 2.58 -0.07
C -0.21 2.70 2.14 -0.35
P 0.16 2.42 0.37 0.67
C -0.86 3.65 -0.44 -0.27
C 1.83 3.11 0.15 -0.23
H 2.87 0.97 4.61 0.04
H 3.20 2.29 3.47 0.05
H 4.01 0.72 3.28 0.03
H -1.23 -0.19 3.88 0.02
H -1.36 -1.75 3.03 0.04
H -1.17 -0.24 2.10 -0.03
H 0.60 1.34 5.16 0.11
H -1.07 2.98 5.91 0.11
H -2.22 4.42 4.26 0.11
H -1.68 4.25 1.88 0.10
H -1.90 3.47 -0.19 0.02
H -0.75 3.56 -1.52 0.03
H -0.56 4.65 -0.14 0.07
H 1.99 3.90 0.87 0.06
H 1.90 3.52 -0.86 0.05
H 2.60 2.35 0.26 0.02
F -3.33 3.91 -1.68 0.06
C -4.47 3.43 -2.22 -0.23
C -4.43 2.20 -2.87 -0.12
C -5.64 1.81 -3.45 -0.20
F -5.74 0.67 -4.15 0.11
C -6.79 2.57 -3.36 -0.14
F -7.92 2.15 -3.93 0.13
C -6.77 3.77 -2.69 -0.13
F -7.87 4.51 -2.61 0.14
C -5.59 4.21 -2.11 -0.14
F -5.55 5.39 -1.49 0.13
Ge -2.68 1.25 -2.97 0.76
S -2.29 0.63 -0.91 0.33
C -1.48 2.57 -3.86 -0.14
C -0.10 2.46 -3.79 -0.25
F 0.46 1.56 -2.97 0.05
C 0.76 3.24 -4.54 -0.14
F 2.08 3.10 -4.42 0.13
C 0.24 4.16 -5.42 -0.13
F 1.05 4.91 -6.17 0.14
C -1.13 4.31 -5.53 -0.14
F -1.64 5.19 -6.38 0.13
C -1.96 3.51 -4.76 -0.22
F -3.28 3.67 -4.95 0.11
C -2.93 -0.12 -4.35 -0.14
C -2.43 -0.13 -5.64 -0.21
F -1.62 0.84 -6.09 0.11
C -2.73 -1.14 -6.53 -0.14
F -2.24 -1.12 -7.77 0.13
C -3.54 -2.19 -6.13 -0.14
F -3.82 -3.17 -6.99 0.14
C -4.04 -2.23 -4.85 -0.14
F -4.80 -3.25 -4.46 0.14
C -3.73 -1.20 -3.99 -0.25
F -4.23 -1.23 -2.74 0.08
```

Output
Kohn-Sham gap	5.6	eV
ΔE to the lowest compared entry with this formula, charge and spin	0.00	kJ/mol
LUMO level	-1.640	eV
net charge	0